No. 1
Computed, not measured: the molecule C4H10N2O3, with ωB97M-V/def2-TZVPD.

Geometry as ORCA input:
```
! wB97M-V def2-TZVPD RIJCOSX def2/J DEFGRID3
* xyz 0 1
H -1.36 0.67 -1.84
N -1.93 0.70 -0.98
C -1.15 0.52 0.05
C -1.76 0.51 1.43
C 0.38 0.71 -0.05
O 0.65 1.41 -1.27
C 1.04 -0.70 -0.06
N 1.95 -0.91 -1.11
O -0.10 -1.68 -0.25
O 1.65 -1.01 1.14
H -2.72 -0.02 1.41
H -1.93 1.54 1.75
H -1.09 0.03 2.14
H 0.75 1.30 0.80
H 0.08 2.21 -1.24
H 1.86 -0.12 -1.76
H 1.64 -1.73 -1.62
H -0.41 -1.93 0.63
H 2.44 -1.50 0.83
*
```

Summary:
- structure (SMILES) = [H]/N=C(/C)[C@H](O)C(N)(O)O
- HOMO-LUMO gap (eV) = 10.482
- E_LUMO (eV) = 0.64
- highest occupied orbital energy (eV) = -9.8
- calculated total energy (Eh) = -493.62192

No. 2
Computed, not measured: the molecule C4H10N2S, with ωB97M-V/def2-TZVPD.

Geometry as ORCA input:
```
! wB97M-V def2-TZVPD RIJCOSX def2/J DEFGRID3
* xyz 0 1
H 2.89 0.00 -0.05
N 2.63 -0.97 0.03
C 1.32 -1.06 0.07
N 0.26 -0.14 -0.05
S 0.56 1.49 -0.20
C -1.06 -0.56 0.01
C -1.93 -0.41 -1.21
C -1.69 -0.10 1.37
H 0.78 -2.03 0.08
H 0.41 1.88 1.15
H -1.02 -1.69 0.16
H -1.35 -0.84 -1.96
H -2.77 -1.18 -1.03
H -2.43 0.63 -1.43
H -1.79 0.95 1.41
H -1.02 -0.46 2.23
H -2.72 -0.52 1.34
*
```

Summary:
- structure (SMILES) = [H]/N=C\N(S)C(C)C
- HOMO-LUMO gap (eV) = 9.667
- E_LUMO (eV) = 0.58
- highest occupied orbital energy (eV) = -9.1
- calculated total energy (Eh) = -666.04446

No. 3
Computed, not measured: a structure of composition C9H21Br6MnN2O5, with ωB97M-V/def2-TZVPD.

Geometry as ORCA input:
```
! wB97M-V def2-TZVPD RIJCOSX def2/J DEFGRID3
* xyz 1 6
Mn -0.78 -2.03 3.08
C 0.22 0.08 0.72
O -0.46 -0.93 1.35
H -0.03 0.23 -0.33
H -0.03 1.05 1.17
H 1.31 0.03 0.75
Br 4.40 1.62 -2.01
C 2.99 0.89 -3.24
C 1.65 1.60 -2.99
Br 1.65 3.38 -3.92
H 2.93 -0.19 -3.05
H 3.30 0.93 -4.29
H 1.53 1.67 -1.91
H 0.76 1.05 -3.26
Br 0.85 -1.67 -2.49
C -1.13 -1.87 -2.48
C -1.73 -0.64 -3.26
Br -3.64 -0.84 -3.35
H -1.58 -2.02 -1.49
H -1.34 -2.82 -2.98
H -1.19 -0.69 -4.21
H -1.49 0.33 -2.82
Br 0.64 4.90 -0.57
C 2.07 3.96 0.49
C 1.43 3.76 1.89
Br 2.72 2.88 3.10
H 2.97 4.56 0.39
H 2.29 2.98 0.07
H 0.52 3.16 1.91
H 1.11 4.75 2.22
C -3.85 0.99 4.48
N -3.03 0.28 3.45
O -2.08 -0.47 3.78
O -3.48 0.15 2.34
H -3.26 1.77 4.97
H -4.31 0.32 5.21
H -4.75 1.35 3.98
C 0.98 -4.98 0.16
N -0.36 -4.90 0.84
O -0.57 -3.92 1.49
O -1.07 -5.87 0.64
H 0.97 -4.18 -0.58
H 1.23 -5.97 -0.21
H 1.62 -4.66 0.98
*
```

Summary:
- HOMO-LUMO gap (alpha / beta) (eV) = 6.223 / 6.134
- E_LUMO (alpha / beta) (eV) = -5.35 / -5.44
- highest occupied orbital energy (alpha / beta) (eV) = -11.6 / -11.6
- calculated total energy (Eh) = -17435.79190

No. 4
Computed, not measured: a cluster of 3 separate species, C3H7I2N2O in total, with ωB97M-V/def2-TZVPD.

Geometry as ORCA input:
```
! wB97M-V def2-TZVPD RIJCOSX def2/J DEFGRID3
* xyz 1 1
C 2.36 -1.09 1.02
C -2.31 -1.41 -0.53
C -1.78 -0.27 -0.15
N 2.89 -1.80 1.75
N -0.53 0.31 -0.80
O 1.68 -0.51 0.28
I -2.58 1.14 1.19
I 1.50 3.45 0.12
H -3.27 -1.77 -0.34
H -1.79 -2.10 -1.31
H 1.24 4.94 -0.65
H 3.51 -1.90 2.43
H -0.38 -0.46 -1.53
H 0.32 0.33 -0.20
H -0.84 1.15 -1.28
*
```

Summary:
- HOMO-LUMO gap (eV) = 9.908
- E_LUMO (eV) = -3.16
- highest occupied orbital energy (eV) = -13.1
- calculated total energy (Eh) = -898.34629

No. 5
Computed, not measured: a structure of composition C5H10BeO3, with ωB97M-V/def2-TZVPD.

Geometry as ORCA input:
```
! wB97M-V def2-TZVPD RIJCOSX def2/J DEFGRID3
* xyz 1 2
O 2.02 1.65 -1.01
C 2.63 0.65 -0.52
C 1.82 -0.33 0.16
O 0.57 -0.29 -0.33
C -0.44 -1.30 -0.35
C -1.69 -0.66 0.19
O -1.76 0.68 -0.30
C -3.03 1.30 -0.08
Be -0.10 1.42 -0.39
H 3.71 0.67 -0.35
H 2.19 -1.33 0.40
H -0.14 -2.17 0.25
H -0.55 -1.58 -1.41
H -1.67 -0.63 1.29
H -2.57 -1.23 -0.14
H -2.95 2.34 -0.42
H -3.80 0.79 -0.66
H -3.28 1.27 0.99
H 0.47 1.52 1.03
*
```

Summary:
- HOMO-LUMO gap (alpha / beta) (eV) = 9.059 / 7.372
- E_LUMO (alpha / beta) (eV) = -4.02 / -5.65
- highest occupied orbital energy (alpha / beta) (eV) = -13.1 / -13.0
- calculated total energy (Eh) = -436.62077

No. 6
Computed, not measured: a structure of composition C23H31GeO7PRuSe, with ωB97M-V/def2-TZVPD.

Geometry as ORCA input:
```
! wB97M-V def2-TZVPD RIJCOSX def2/J DEFGRID3
* xyz 1 6
Ru 1.06 -0.37 0.57
O 0.83 -0.04 -3.80
C 0.63 0.00 -2.50
O 1.52 0.23 -1.70
C -0.82 -0.18 -2.12
O -0.97 -0.54 -0.76
C -1.31 -1.93 -0.55
C -0.07 -2.84 -0.68
O -0.20 -4.02 -0.90
O 1.06 -2.21 -0.47
H 1.76 0.14 -3.99
H -1.30 -0.90 -2.79
H -1.29 0.80 -2.26
H -2.09 -2.24 -1.25
H -1.70 -1.98 0.46
O -1.25 1.53 3.44
C -0.31 1.29 2.74
O -0.16 0.14 2.07
C 0.84 2.30 2.57
P 1.81 2.02 1.04
C 0.99 3.03 -0.22
C 1.72 3.69 -1.20
C 1.06 4.36 -2.23
C -0.33 4.36 -2.28
C -1.06 3.70 -1.30
C -0.41 3.03 -0.28
C 3.46 2.71 1.27
C 4.58 1.90 1.09
C 5.85 2.42 1.27
C 6.00 3.75 1.63
C 4.89 4.56 1.81
C 3.62 4.05 1.63
H 1.51 2.17 3.42
H 0.43 3.31 2.61
H 2.80 3.70 -1.17
H 1.63 4.88 -2.98
H -0.84 4.89 -3.07
H -2.14 3.72 -1.33
H -1.00 2.51 0.47
H 4.45 0.86 0.81
H 6.72 1.79 1.13
H 6.99 4.16 1.77
H 5.01 5.60 2.10
H 2.75 4.68 1.76
C -0.35 -3.38 2.74
Ge 1.29 -4.42 2.96
C 1.77 -5.41 1.36
C 1.25 -5.55 4.56
C 2.71 -3.08 3.34
Se 2.86 -1.63 2.04
C 3.97 -2.42 0.66
H -1.20 -4.04 2.55
H -0.25 -2.72 1.89
H -0.57 -2.79 3.63
H 1.27 -6.38 1.36
H 2.85 -5.59 1.32
H 1.46 -4.87 0.46
H 0.52 -6.35 4.43
H 0.97 -4.97 5.44
H 2.22 -6.00 4.73
H 3.72 -3.49 3.39
H 2.50 -2.58 4.29
H 4.97 -2.56 1.06
H 3.99 -1.72 -0.17
H 3.53 -3.36 0.33
*
```

Summary:
- HOMO-LUMO gap (alpha / beta) (eV) = 8.977 / 6.431
- E_LUMO (alpha / beta) (eV) = -2.26 / -5.29
- highest occupied orbital energy (alpha / beta) (eV) = -11.2 / -11.7
- calculated total energy (Eh) = -6336.04265

No. 7
Computed, not measured: a structure of composition C35H36N6O2SSiZn, with ωB97M-V/def2-TZVPD.

Geometry as ORCA input:
```
! wB97M-V def2-TZVPD RIJCOSX def2/J DEFGRID3
* xyz 0 1
Zn 0.53 0.73 -0.19
C 2.06 2.63 2.54
O 0.91 1.99 2.06
C -0.23 2.79 2.13
C -0.59 3.29 3.42
C -1.60 4.26 3.50
C -2.31 4.61 2.37
C -2.11 3.93 1.17
C -1.07 2.96 1.01
N -1.03 2.16 -0.12
N -2.14 2.22 -0.83
C -2.16 1.49 -2.00
C -1.15 0.62 -2.54
O 0.10 0.54 -2.09
C -1.45 -0.10 -3.74
C -2.72 -0.21 -4.23
C -3.80 0.55 -3.66
C -5.12 0.42 -4.12
C -6.16 1.12 -3.49
C -5.92 1.91 -2.37
C -4.60 1.98 -1.86
C -3.53 1.38 -2.52
H 2.19 3.64 2.13
H 2.89 1.98 2.24
H 2.17 2.66 3.65
H 0.01 3.05 4.29
H -1.89 4.73 4.43
H -3.09 5.33 2.45
H -2.75 4.14 0.35
H -0.59 -0.63 -4.26
H -3.01 -0.88 -4.98
H -5.39 -0.25 -4.94
H -7.21 1.05 -3.85
H -6.69 2.52 -1.91
H -4.40 2.64 -0.99
C 4.43 -4.52 -0.76
N 3.78 -3.20 -0.89
C 2.58 -2.95 -1.48
C 2.33 -1.62 -1.45
N 3.44 -1.01 -0.90
C 4.39 -2.01 -0.53
S 5.77 -1.95 0.38
C 3.64 0.43 -0.75
C 4.89 1.01 -0.71
C 5.04 2.39 -0.72
C 3.88 3.21 -0.90
C 2.67 2.52 -1.01
N 2.54 1.20 -0.68
H 5.10 -4.65 -1.66
H 3.67 -5.33 -0.70
H 5.09 -4.54 0.12
H 1.89 -3.71 -1.88
H 1.44 -1.17 -1.84
H 5.72 0.38 -0.62
H 5.98 2.90 -0.55
H 3.90 4.29 -1.05
H 1.76 3.07 -1.23
C 2.67 -1.32 2.57
Si 0.86 -1.79 2.13
C -0.13 -1.57 3.73
C 0.85 -3.69 1.83
N 0.07 -0.93 0.83
C -1.07 -1.58 0.45
C -2.32 -1.32 1.12
C -3.48 -2.01 0.76
C -3.42 -2.98 -0.27
C -2.22 -3.11 -0.98
C -1.07 -2.43 -0.70
H 2.62 -0.41 3.08
H 3.38 -1.39 1.75
H 2.95 -2.08 3.37
H -0.93 -2.27 3.75
H -0.56 -0.55 3.72
H 0.57 -1.70 4.55
H 1.75 -4.14 2.27
H 0.82 -3.84 0.74
H 0.01 -4.19 2.31
H -2.39 -0.65 1.97
H -4.41 -1.96 1.33
H -4.22 -3.66 -0.50
H -2.28 -3.82 -1.83
H -0.11 -2.62 -1.20
*
```

Summary:
- HOMO-LUMO gap (eV) = 6.325
- E_LUMO (eV) = -0.98
- highest occupied orbital energy (eV) = -7.3
- calculated total energy (Eh) = -4301.35856

No. 8
Computed, not measured: the molecule C3H2FNO, with ωB97M-V/def2-TZVPD.

Geometry as ORCA input:
```
! wB97M-V def2-TZVPD RIJCOSX def2/J DEFGRID3
* xyz 0 1
N -2.48 0.49 -0.72
C -1.39 0.24 -0.50
C -0.07 -0.26 -0.19
O 0.35 -1.35 -0.56
C 0.73 0.66 0.70
F 1.98 0.12 0.85
H 0.22 0.77 1.63
H 0.79 1.60 0.12
*
```

Summary:
- structure (SMILES) = N#CC(=O)CF
- HOMO-LUMO gap (eV) = 10.728
- E_LUMO (eV) = -0.82
- highest occupied orbital energy (eV) = -11.6
- calculated total energy (Eh) = -345.33130

No. 9
Computed, not measured: the molecule C20H23N5O2S, with ωB97M-V/def2-TZVPD.

Geometry as ORCA input:
```
! wB97M-V def2-TZVPD RIJCOSX def2/J DEFGRID3
* xyz 0 1
C 5.76 6.28 -0.22
C 4.83 5.23 -0.71
C 4.84 4.77 -1.99
C 3.94 3.75 -2.45
O 3.86 3.27 -3.56
N 3.07 3.31 -1.41
N 2.14 2.36 -1.62
C 1.46 2.11 -0.55
N 0.41 1.29 -0.50
C -0.10 0.77 0.75
C 0.60 -0.55 1.09
C 0.43 -1.56 -0.05
C -1.02 -2.05 -0.11
O -1.96 -1.31 -0.32
N -1.17 -3.37 0.11
C -2.48 -4.02 0.11
C -3.02 -4.12 -1.31
C -3.38 -3.30 1.09
C -2.92 -3.13 2.40
C -3.69 -2.47 3.34
C -4.93 -1.97 2.99
C -5.39 -2.13 1.70
C -4.63 -2.79 0.76
C 0.86 -0.94 -1.38
C 0.16 0.40 -1.62
S 1.96 3.07 0.87
C 3.15 3.83 -0.16
N 3.97 4.74 0.23
H 5.19 7.12 0.18
H 6.41 6.63 -1.01
H 6.36 5.89 0.60
H 5.53 5.16 -2.72
H 0.06 1.51 1.54
H -1.17 0.60 0.63
H 0.18 -0.95 2.02
H 1.66 -0.36 1.25
H 1.08 -2.42 0.16
H -0.35 -3.95 0.22
H -2.31 -5.04 0.50
H -3.18 -3.12 -1.71
H -3.95 -4.67 -1.33
H -2.29 -4.63 -1.94
H -1.95 -3.52 2.67
H -3.31 -2.35 4.34
H -5.53 -1.45 3.73
H -6.36 -1.74 1.42
H -5.01 -2.90 -0.25
H 0.63 -1.62 -2.20
H 1.94 -0.78 -1.37
H 0.53 0.87 -2.53
H -0.92 0.25 -1.68
*
```

Summary:
- structure (SMILES) = Cc1cc(=O)n2nc(N3CCC(C(=O)N[C@H](C)c4ccccc4)CC3)sc2n1
- HOMO-LUMO gap (eV) = 8.515
- E_LUMO (eV) = 0.38
- highest occupied orbital energy (eV) = -8.1
- calculated total energy (Eh) = -1598.41402

No. 10
Computed, not measured: a cluster of 2 separate species, C6H12N2S in total, with ωB97M-V/def2-TZVPD.

Geometry as ORCA input:
```
! wB97M-V def2-TZVPD RIJCOSX def2/J DEFGRID3
* xyz 0 1
C -0.20 -2.17 0.53
C 0.20 -1.50 -0.72
C 1.50 -1.16 -1.05
N 1.36 -0.40 -2.19
C 0.01 -0.43 -2.57
N -0.73 -1.26 -1.73
H -0.78 -3.12 0.24
H -0.74 -1.42 1.18
H 0.83 -2.47 1.22
H 2.49 -1.44 -0.63
H 2.25 -0.16 -2.62
H -0.30 -0.05 -3.50
C 0.21 1.49 2.45
S -1.31 2.35 1.90
C -1.55 1.96 0.18
H 0.12 1.43 3.57
H 0.31 0.49 1.97
H 1.17 2.04 2.26
H -0.94 1.09 -0.13
H -1.24 2.89 -0.54
H -2.66 1.82 0.16
*
```

Summary:
- structure (SMILES) = Cc1c[nH]cn1.CSC
- HOMO-LUMO gap (eV) = 8.917
- E_LUMO (eV) = 0.71
- highest occupied orbital energy (eV) = -8.2
- calculated total energy (Eh) = -743.44780

No. 11
Computed, not measured: the molecule CH5N3O2S, with ωB97M-V/def2-TZVPD.

Geometry as ORCA input:
```
! wB97M-V def2-TZVPD RIJCOSX def2/J DEFGRID3
* xyz 0 1
O 1.92 -1.72 0.15
N 0.56 -1.40 0.15
C 0.35 -0.13 -0.19
N 1.39 0.83 -0.56
O 1.34 2.08 0.36
N -0.78 0.51 -0.28
S -2.40 -0.20 0.00
H 1.92 -2.60 0.09
H 2.34 0.53 -0.34
H 1.00 1.99 1.35
H -0.65 1.52 -0.56
H -2.60 0.16 1.39
*
```

Summary:
- structure (SMILES) = O/N=C(\NO)NS
- HOMO-LUMO gap (eV) = 8.947
- E_LUMO (eV) = 0.37
- highest occupied orbital energy (eV) = -8.6
- calculated total energy (Eh) = -753.85723

No. 12
Computed, not measured: the molecule C19H25N3O2S, with ωB97M-V/def2-TZVPD.

Geometry as ORCA input:
```
! wB97M-V def2-TZVPD RIJCOSX def2/J DEFGRID3
* xyz 0 1
C -1.84 -2.86 -0.15
C -2.36 -1.47 -0.08
O -3.71 -1.29 0.00
C -3.89 0.05 0.06
C -5.20 0.61 0.14
C -5.53 1.94 0.20
C -6.92 2.14 0.28
C -7.62 0.98 0.29
S -6.60 -0.40 0.20
N -2.76 0.71 0.02
C -1.78 -0.23 -0.07
C -0.35 0.19 -0.13
N 0.55 -0.93 -0.34
C 1.28 -0.89 -1.59
C 2.45 0.11 -1.59
C 3.40 -0.21 -0.43
C 4.48 0.87 -0.34
O 4.26 2.03 -0.63
N 5.68 0.48 0.13
C 6.12 -0.86 0.48
C 7.51 -0.64 1.10
C 8.02 0.59 0.36
C 6.76 1.45 0.25
C 2.61 -0.22 0.88
C 1.44 -1.21 0.77
H -0.77 -2.81 -0.34
H -2.34 -3.40 -0.95
H -2.03 -3.38 0.79
H -4.79 2.71 0.18
H -7.38 3.11 0.34
H -8.68 0.84 0.35
H -0.12 0.72 0.81
H -0.26 0.93 -0.93
H 1.68 -1.90 -1.77
H 0.58 -0.66 -2.39
H 2.08 1.12 -1.47
H 2.98 0.06 -2.54
H 3.85 -1.19 -0.60
H 5.43 -1.33 1.19
H 6.19 -1.48 -0.42
H 8.15 -1.51 0.97
H 7.41 -0.43 2.16
H 8.82 1.10 0.89
H 8.37 0.31 -0.64
H 6.75 2.12 -0.61
H 6.62 2.05 1.15
H 2.23 0.78 1.06
H 3.25 -0.50 1.72
H 1.84 -2.22 0.62
H 0.86 -1.22 1.69
*
```

Summary:
- structure (SMILES) = Cc1oc(-c2cccs2)nc1CN1CCC(C(=O)N2CCCC2)CC1
- HOMO-LUMO gap (eV) = 8.386
- E_LUMO (eV) = 0.65
- highest occupied orbital energy (eV) = -7.7
- calculated total energy (Eh) = -1451.95545

- Among the records above, which one has the highest calculated total energy?
  C3H2FNO

- Which value of calculated total energy does entry 1 give?
  -493.62192 Eh